Below is a 2-piece molecular cluster, C6H9N2O2 overall, with properties calculated with the ωB97M-V functional and the def2-TZVPD basis.

Each line ends with the natural charge from an NBO analysis.
Cartesian coordinates (Å):
C 1.856 -1.082 -3.826  -0.744
C 1.309 -1.600 -2.452  0.780
O 2.006 -2.535 -1.981  -0.792
O 0.291 -1.088 -1.945  -0.790
H 2.907 -0.773 -3.664  0.198
H 1.354 -0.220 -4.182  0.190
H 1.792 -1.976 -4.430  0.205
C -2.075 1.825 3.078  -1.346
C 0.425 -0.365 1.745  0.154
C -1.160 0.789 0.831  -0.158
C -1.250 0.978 2.174  0.008
N -0.050 -0.018 0.533  -0.553
N -0.272 0.139 2.737  -0.526
H 0.164 -0.514 -0.349  0.468
H 1.280 -1.008 1.902  0.171
H -1.545 1.335 -0.005  0.195
H -3.032 2.181 2.672  0.152
H -1.569 2.779 3.279  0.186
H -2.430 1.153 3.881  0.202

Forces on atoms 1 to 6 (eV/Å):
0.66 -0.36 1.63
1.19 -0.59 0.22
-0.33 0.30 -0.16
-0.28 0.36 -0.36
-0.37 -0.50 -0.16
-0.89 0.58 -0.63

Calculated values
**E_tot**: -493.9568 Eh
**Total charge**: -2
**2S+1**: 2
**Orbital gap (alpha / beta)**: 0.075 / 0.288 Ha
**Energy above the lowest of the compared OMol25 structures with the same formula, charge and spin**: 53.7 kJ/mol

***

Below is one molecule with the formula C6H9N2O2PS, with properties calculated with the ωB97M-V functional and the def2-TZVPD basis.

Each line ends with the natural charge from an NBO analysis.
Cartesian coordinates (Å):
C 1.105 1.256 -2.831  -0.618
C 0.137 0.912 -1.675  -0.051
C -1.226 0.865 -1.961  0.063
N -2.095 0.610 -1.056  -0.397
C -1.686 0.377 0.171  0.064
C -0.368 0.490 0.562  -0.391
S 0.074 0.322 2.243  2.307
O 1.467 0.572 2.477  -0.884
O -0.994 0.892 3.010  -0.896
N -0.178 -1.512 2.278  -1.225
P 1.065 -2.511 1.626  0.537
C 0.633 0.790 -0.433  -0.152
H 0.556 1.900 -3.528  0.217
H 1.949 1.706 -2.376  0.218
H 1.313 0.362 -3.402  0.223
H -1.656 1.039 -2.873  0.195
H -2.417 0.086 1.010  0.219
H -0.863 -2.110 2.897  0.438
H 1.149 -3.341 2.866  -0.056
H 0.337 -3.601 1.173  -0.060
H 1.697 0.895 -0.178  0.249

Forces on atoms 1 to 6 (eV/Å):
-2.38 -0.59 0.39
1.36 1.03 -3.37
1.85 -0.22 1.47
-2.35 -0.76 1.38
-0.64 -0.52 2.91
1.94 0.82 -1.59

Calculated values
**E_tot**: -1233.4813 Eh
**Total charge**: 0
**SMILES**: Cc1cncc(S(=O)(=O)NP)c1
**Orbital gap**: 0.354 Ha
**Energy above the lowest of the compared OMol25 structures with the same formula, charge and spin**: 0.0 kJ/mol

***

Below is an isolated ion of composition C6H9N2O3S and charge +1, with properties calculated with the ωB97M-V functional and the def2-TZVPD basis.

Each line ends with the natural charge from an NBO analysis.
Cartesian coordinates (Å):
C 0.131 0.913 -1.626  -0.484
C -1.368 -0.596 0.759  0.705
C 1.583 1.528 0.023  -0.458
C 0.189 1.324 0.581  -0.061
C 1.406 0.392 -0.976  -0.145
C 0.079 -0.137 0.927  -0.207
N -2.069 -0.826 1.849  -0.719
N 1.035 -0.759 -0.045  -0.565
O -1.886 -0.691 -0.368  -0.608
O -0.241 -1.748 -1.992  -0.898
O -1.957 -0.222 -2.931  -0.773
S -0.886 -0.444 -2.054  2.180
H 1.680 2.485 -0.481  0.279
H 2.399 1.410 0.745  0.221
H -0.428 2.081 1.020  0.254
H 2.221 0.081 -1.631  0.252
H 0.415 -0.361 1.948  0.242
H -1.698 -0.728 2.782  0.429
H -3.050 -1.067 1.754  0.444
H 0.589 -1.479 -0.707  0.473
H 1.853 -1.157 0.425  0.438

Forces on atoms 1 to 6 (eV/Å):
-0.48 -0.29 2.23
0.32 -0.03 0.03
0.12 -0.01 0.05
0.14 -0.80 -3.19
0.17 0.55 -0.14
-0.26 0.41 0.34

Calculated values
**E_tot**: -967.0174 Eh
**Total charge**: +1
**Orbital gap (alpha / beta)**: 0.297 / 0.297 Ha
**Energy above the lowest of the compared OMol25 structures with the same formula, charge and spin**: 78.0 kJ/mol

***

Below is a 2-piece molecular cluster, C6H9N2O4 overall, with properties calculated with the ωB97M-V functional and the def2-TZVPD basis.

Each line ends with the natural charge from an NBO analysis.
Cartesian coordinates (Å):
C -1.083 0.447 0.625  0.319
C 0.038 0.215 -0.258  0.591
C 0.942 2.426 4.256  1.035
C -2.290 -0.473 0.777  -0.668
C 0.763 -2.341 -2.670  -0.668
C 1.049 -0.892 -2.119  -0.061
N 0.186 2.147 0.663  0.076
N -0.856 1.632 1.194  -0.319
O 0.192 -0.827 -0.949  -0.371
O 1.571 2.570 3.301  -0.568
O 0.795 1.259 -0.200  -0.316
O 0.294 2.341 5.193  -0.466
H -2.426 -0.813 -0.249  0.269
H -3.032 0.138 1.329  0.278
H -1.904 -1.300 1.453  0.284
H 1.320 -3.203 -2.209  0.238
H -0.202 -2.795 -2.702  0.244
H 1.009 -2.441 -3.715  0.243
H 2.038 -0.763 -1.929  0.210
H 0.774 -0.172 -2.781  0.201
H 0.824 2.846 0.989  0.450

Forces on atoms 1 to 6 (eV/Å):
0.17 -2.44 -1.77
-3.84 -0.83 2.08
-0.24 0.43 0.17
2.58 1.48 1.31
1.75 -0.84 -0.07
-2.56 -4.80 -0.24

Calculated values
**E_tot**: -644.0406 Eh
**Total charge**: +1
**2S+1**: 3
**Orbital gap (alpha / beta)**: 0.307 / 0.305 Ha
**Energy above the lowest of the compared OMol25 structures with the same formula, charge and spin**: 0.0 kJ/mol

***

Below is a 2-piece molecular cluster, C6H9N3 overall, with properties calculated with the ωB97M-V functional and the def2-TZVPD basis.

Each line ends with the natural charge from an NBO analysis.
Cartesian coordinates (Å):
C 0.200 -2.818 0.523  0.144
C 0.589 -1.603 -1.148  0.167
C 1.192 1.439 0.353  -0.438
C 0.160 1.223 1.449  -0.428
C 0.041 0.579 0.079  0.252
C -1.661 1.264 -1.060  -0.531
N 0.634 -2.851 -0.728  -0.469
N -0.084 -1.597 0.927  -0.299
N 0.170 -0.781 -0.102  -0.214
H 0.073 -3.724 1.142  0.207
H 0.830 -1.134 -2.030  0.199
H 1.284 2.335 -0.212  0.212
H 2.071 0.970 0.293  0.212
H 0.357 0.707 2.367  0.239
H -0.526 2.052 1.602  0.220
H -1.522 0.690 -1.991  0.176
H -1.381 2.275 -1.124  0.165
H -2.428 0.974 -0.338  0.188

Forces on atoms 1 to 6 (eV/Å):
-0.47 0.50 1.02
-0.54 0.29 2.78
-2.72 1.44 -0.97
-0.63 0.08 -1.69
3.13 -1.44 3.45
-3.66 -0.05 -2.57

Calculated values
**E_tot**: -398.0222 Eh
**Total charge**: 0
**2S+1**: 3
**Orbital gap (alpha / beta)**: 0.243 / 0.282 Ha
**Energy above the lowest of the compared OMol25 structures with the same formula, charge and spin**: 200.9 kJ/mol

***

Below is an isolated ion of composition C6H9N4 and charge +1, with properties calculated with the ωB97M-V functional and the def2-TZVPD basis.

Each line ends with the natural charge from an NBO analysis.
Cartesian coordinates (Å):
H 1.816 -1.991 -0.415  0.366
N 1.304 -1.721 0.443  -0.682
C 1.953 -0.849 1.114  0.252
N 1.284 -0.236 2.083  -0.381
C 0.285 0.338 2.421  0.257
C -0.841 0.835 1.369  -0.447
C -0.210 1.971 0.503  0.131
N -0.111 1.677 -0.727  -0.205
N -0.560 0.329 -0.895  -0.140
C -0.506 -0.296 -2.168  -0.442
C -1.041 -0.168 0.237  0.265
H 3.034 -0.676 1.162  0.214
H 0.122 0.546 3.397  0.203
H -1.723 1.205 1.859  0.304
H 0.345 2.826 0.916  0.255
H -1.393 -0.819 -2.499  0.254
H -0.317 0.593 -2.937  0.269
H 0.270 -1.000 -2.214  0.238
H -1.303 -1.254 0.359  0.291

Forces on atoms 1 to 6 (eV/Å):
0.18 -0.60 1.13
0.33 0.54 -1.69
-0.22 -1.09 -1.01
2.52 -0.69 2.16
-2.30 0.72 -3.36
1.94 0.37 -2.12

Calculated values
**E_tot**: -452.6736 Eh
**Total charge**: +1
**SMILES**: [H]/N=C/N=C\[C@H]1C=N[N+](C)=C1
**Orbital gap**: 0.306 Ha
**Energy above the lowest of the compared OMol25 structures with the same formula, charge and spin**: 459.0 kJ/mol

***

Below is a 2-piece molecular cluster, C6H9N4 overall, with properties calculated with the ωB97M-V functional and the def2-TZVPD basis.

Each line ends with the natural charge from an NBO analysis.
Cartesian coordinates (Å):
C 0.513 -2.670 0.812  0.113
C -1.415 -0.208 -1.252  -0.145
C -1.446 0.026 0.091  -0.257
C 0.980 0.540 -1.213  0.292
C -0.181 0.191 -2.149  -0.503
C -0.247 0.257 0.805  0.254
N 1.286 -2.038 0.302  -0.379
N 0.907 0.404 0.092  -0.447
N -0.332 0.698 2.087  -0.231
N 0.786 1.098 2.612  -0.508
H -2.317 -0.476 -1.773  0.234
H -2.375 0.013 0.658  0.240
H 1.826 0.886 -1.737  0.234
H 0.387 -0.673 -2.558  0.271
H -0.441 1.052 -2.767  0.274
H -1.184 0.718 2.613  0.423
H 0.632 1.600 3.525  0.367
H 1.583 0.758 0.844  0.493
H -0.389 -3.318 1.110  0.273

Forces on atoms 1 to 6 (eV/Å):
-4.51 -3.48 1.52
0.67 0.96 0.06
-0.27 -0.90 -1.62
-2.28 0.09 1.13
0.50 -1.16 3.71
-3.11 0.31 0.01

Calculated values
**E_tot**: -452.6452 Eh
**Total charge**: +1
**Orbital gap (alpha / beta)**: 0.253 / 0.276 Ha
**Energy above the lowest of the compared OMol25 structures with the same formula, charge and spin**: 533.8 kJ/mol

***

Below is an isolated ion of composition C6H9N4 and charge +1, with properties calculated with the ωB97M-V functional and the def2-TZVPD basis.

Each line ends with the natural charge from an NBO analysis.
Cartesian coordinates (Å):
C 3.120 0.168 0.089  0.127
C 2.013 -0.594 -0.024  0.384
C 0.334 0.933 0.149  0.420
C 0.198 -2.055 -0.397  -0.251
C -0.665 -1.125 0.615  -0.221
C -2.097 0.799 -0.134  -0.425
N 3.773 1.122 0.173  -0.098
N 1.488 -1.645 -0.332  -0.238
N -0.744 0.231 0.129  -0.425
N 0.379 2.214 -0.092  -0.784
H 0.034 -3.005 -0.107  0.235
H -0.224 -1.994 -1.359  0.246
H -1.575 -1.686 0.815  0.247
H 0.022 -1.257 1.527  0.223
H -2.255 1.394 0.792  0.232
H -1.798 1.413 -1.070  0.213
H -2.741 -0.058 -0.200  0.244
H 1.316 2.511 -0.173  0.443
H -0.578 2.633 -0.402  0.429

Forces on atoms 1 to 6 (eV/Å):
2.10 2.50 0.26
-4.82 -1.43 -0.74
2.38 -1.89 0.19
-3.57 3.33 1.30
3.07 -2.62 0.10
3.03 1.41 0.06

Calculated values
**E_tot**: -452.6366 Eh
**Total charge**: +1
**Orbital gap**: 0.316 Ha
**Energy above the lowest of the compared OMol25 structures with the same formula, charge and spin**: 556.3 kJ/mol